(1)
176
Properties=species:S:1:pos:R:3:lowdin_charge:R:1 method="wB97M-V/def2-TZVPD" homo_energy_ev=-8.45 e_above_lowest_kcal_mol=0.0 smiles="COCCNCCOC.COCCNCCOC.COCCNCCOC.COCCNCCOC.COCCNCCOC.COCCNCCOC.NC(N)=O.NC(N)=O.NC(N)=O.NC(N)=O" e_tot_ha=-3557.9274 fmax_ha_per_bohr=0.0479 orbital_gap_ev=8.2 total_charge=0
C 1.41836 3.33885 6.75656 -0.069
O 1.90795 4.31681 5.84301 -0.202
C 3.30704 4.38195 5.75207 -0.242
C 3.70417 5.84111 5.44195 -0.205
N 2.83256 6.58111 4.52300 -0.041
C 3.07014 6.13565 3.13537 -0.213
C 1.88787 6.47100 2.22345 -0.221
O 0.77212 5.73540 2.67981 -0.219
C -0.38487 5.92195 1.88280 -0.096
H 1.60138 2.31553 6.41675 0.063
H 0.34506 3.51386 6.70859 0.087
H 1.83983 3.47482 7.75314 0.092
H 3.74244 3.69029 5.02132 0.110
H 3.86631 4.16498 6.66991 0.118
H 4.76515 5.92529 5.19852 0.118
H 3.62557 6.38514 6.38927 0.109
H 1.90658 6.17175 4.66133 0.085
H 3.26311 5.05678 3.07568 0.098
H 3.95041 6.64131 2.72781 0.119
H 2.22254 6.10828 1.24650 0.125
H 1.71437 7.54687 2.29949 0.128
H -0.76569 6.94437 1.95256 0.090
H -1.09195 5.15063 2.17557 0.077
H -0.13213 5.78782 0.82355 0.085
C -2.43104 3.68046 4.86978 -0.114
O -2.24614 2.29725 4.67558 -0.185
C -3.42778 1.65801 4.18381 -0.204
C -3.15268 0.18093 4.02981 -0.205
N -2.96047 -0.47153 5.32468 -0.051
C -2.36686 -1.81061 5.17103 -0.174
C -0.87304 -1.72645 4.87919 -0.239
O -0.29364 -0.80161 5.79279 -0.159
C 1.05052 -0.54891 5.50496 -0.111
H -2.95734 3.96788 5.78389 0.089
H -2.92023 4.14860 4.00899 0.083
H -1.42362 4.09754 4.92328 0.078
H -3.58486 2.09561 3.18865 0.100
H -4.35648 1.88315 4.71440 0.129
H -2.26250 -0.00551 3.41586 0.085
H -3.94583 -0.28830 3.43830 0.125
H -2.38210 0.14165 5.88457 0.094
H -2.93151 -2.23593 4.34130 0.115
H -2.50865 -2.37950 6.08951 0.113
H -0.67093 -1.33007 3.87736 0.078
H -0.47322 -2.75081 4.86228 0.105
H 1.80026 -1.31943 5.73464 0.089
H 1.31369 0.28279 6.16206 0.074
H 1.19579 -0.28272 4.45123 0.064
C -4.32023 -0.62026 -4.00379 -0.089
O -4.57521 -0.56778 -2.60639 -0.245
C -5.96234 -0.64067 -2.29931 -0.213
C -6.08220 -0.63975 -0.77809 -0.200
N -5.33164 0.38942 -0.06589 -0.025
C -5.84421 1.73449 -0.33815 -0.210
C -5.41294 2.65998 0.78406 -0.194
O -3.98159 2.77206 0.79771 -0.215
C -3.43248 3.37970 -0.34407 -0.118
H -5.03571 -1.20786 -4.58172 0.096
H -3.38394 -1.16564 -4.15919 0.078
H -4.17471 0.38783 -4.39825 0.088
H -6.45980 -1.52731 -2.70360 0.125
H -6.46569 0.21829 -2.75950 0.119
H -5.69347 -1.60139 -0.42717 0.117
H -7.12947 -0.66227 -0.47070 0.118
H -4.36569 0.32327 -0.35493 0.062
H -6.91771 1.74177 -0.53562 0.125
H -5.45543 2.17883 -1.26333 0.104
H -5.74465 2.31992 1.76290 0.117
H -5.82875 3.66923 0.67986 0.119
H -3.50875 2.77330 -1.25421 0.074
H -2.38599 3.63000 -0.19133 0.086
H -3.97677 4.29286 -0.61959 0.094
C -0.00400 1.60108 -9.94301 -0.091
O 0.97877 1.67524 -8.91114 -0.213
C 1.62872 2.91505 -8.72742 -0.233
C 2.79714 2.60754 -7.79396 -0.211
N 2.38789 2.69161 -6.38928 -0.067
C 3.53926 2.42080 -5.51099 -0.203
C 3.00553 2.34308 -4.08305 -0.204
O 2.28310 1.11562 -3.97763 -0.210
C 2.56761 0.32342 -2.84382 -0.100
H 0.47524 1.66386 -10.92315 0.084
H -0.67105 2.45143 -9.78194 0.085
H -0.50195 0.64311 -9.83387 0.085
H 1.01025 3.66651 -8.21525 0.119
H 1.86615 3.40164 -9.68096 0.117
H 3.61349 3.29811 -8.01421 0.117
H 3.13618 1.57590 -7.93544 0.119
H 1.67827 2.00140 -6.17471 0.107
H 4.37375 3.08912 -5.71826 0.117
H 3.92375 1.41614 -5.73946 0.118
H 2.35084 3.17265 -3.80773 0.117
H 3.81254 2.37910 -3.34505 0.117
H 2.82010 0.85274 -1.92229 0.080
H 3.36371 -0.39403 -3.06663 0.092
H 1.64207 -0.23096 -2.67753 0.061
C 0.95774 -2.75575 -3.61337 -0.107
O 1.04019 -3.12185 -2.25689 -0.198
C 2.36333 -3.45123 -1.88939 -0.211
C 2.36737 -4.54948 -0.80627 -0.190
N 1.33101 -5.58876 -1.03182 -0.046
C 1.67229 -6.38495 -2.20299 -0.207
C 0.74034 -7.60097 -2.49164 -0.208
O -0.49974 -7.10374 -2.94894 -0.238
C -1.54238 -8.09364 -2.91153 -0.070
H 1.86656 -2.28491 -4.00227 0.082
H 0.12878 -2.07383 -3.80092 0.083
H 0.81378 -3.67832 -4.19057 0.095
H 3.00020 -2.61293 -1.60146 0.117
H 2.81007 -3.99117 -2.73298 0.111
H 2.19962 -4.14470 0.19020 0.077
H 3.32246 -5.07608 -0.73392 0.109
H 0.50219 -5.05328 -1.29656 0.068
H 2.63374 -6.83289 -1.93256 0.119
H 1.66519 -5.82397 -3.14474 0.116
H 0.60623 -8.04725 -1.49829 0.116
H 1.24030 -8.31887 -3.14374 0.122
H -1.44940 -8.80627 -2.08703 0.084
H -1.40269 -8.68117 -3.81996 0.091
H -2.49848 -7.58828 -2.81911 0.089
C -0.85154 1.22385 -2.80527 -0.088
O -0.73340 1.05881 -1.41398 -0.214
C -1.63569 0.12745 -0.84541 -0.200
C -1.70541 0.32800 0.67786 -0.165
N -0.68548 -0.34061 1.51112 -0.047
C 0.64593 -0.36672 0.81525 -0.159
C 1.35751 0.96330 0.96055 -0.203
O 1.40788 1.25001 2.35657 -0.197
C 1.82638 2.58314 2.57626 -0.088
H -0.23696 2.10527 -3.00575 0.091
H -1.88832 1.44493 -3.07743 0.085
H -0.38010 0.44263 -3.40977 0.078
H -1.34649 -0.87602 -1.17292 0.117
H -2.64134 0.36744 -1.20840 0.090
H -2.68138 -0.04275 1.00719 0.102
H -1.75333 1.40321 0.87968 0.114
H -0.49583 0.28149 2.29355 0.077
H 0.54484 -0.63501 -0.23021 0.103
H 1.24945 -1.09833 1.35363 0.081
H 0.79833 1.71505 0.39477 0.119
H 2.36532 0.89081 0.54053 0.103
H 1.70410 2.75750 3.64801 0.082
H 1.17732 3.33263 2.11739 0.082
H 2.86578 2.81388 2.32446 0.087
N 3.55463 -4.15025 2.28179 0.178
C 3.26565 -2.83720 2.28149 -0.638
N 2.31655 -2.44842 3.15175 0.187
O 3.82690 -1.99273 1.55728 -0.011
H 4.24316 -4.57211 1.68847 0.113
H 3.05065 -4.77436 2.88266 0.106
H 1.67489 -3.14831 3.47618 0.084
H 2.05269 -1.48431 3.24087 0.071
N -0.91177 -3.41682 2.11043 0.192
C -1.70265 -4.36963 1.54549 -0.639
N -1.61549 -5.61708 2.04155 0.176
O -2.53754 -4.05512 0.68086 -0.022
H -0.95842 -2.47279 1.73644 0.082
H -0.41894 -3.79205 2.89489 0.064
H -0.95779 -5.93064 2.72520 0.097
H -2.28085 -6.26178 1.64893 0.115
N 6.05777 -1.63650 -0.05646 0.152
C 6.10746 -0.30291 -0.25792 -0.693
N 5.10637 0.43516 0.28570 0.156
O 6.97224 0.22638 -0.97546 -0.022
H 6.71281 -2.23413 -0.51931 0.098
H 5.34651 -2.03872 0.56222 0.048
H 4.48963 -0.03563 0.93100 0.059
H 5.26095 1.42528 0.27001 0.101
N -1.74567 -4.85478 -1.99875 0.169
C -2.27497 -3.84359 -2.72072 -0.668
N -2.83608 -2.91048 -1.91174 0.179
O -2.33537 -3.82599 -3.96038 -0.015
H -1.80923 -4.73075 -0.99459 0.061
H -1.35711 -5.70201 -2.41447 0.060
H -2.86697 -3.16370 -0.93346 0.054
H -3.37396 -2.15192 -2.28978 0.056

---

(2)
170
Properties=species:S:1:pos:R:3:lowdin_charge:R:1 method="wB97M-V/def2-TZVPD" homo_energy_ev=-7.07 e_above_lowest_kcal_mol=1129.0 e_tot_ha=-2888.0120 fmax_ha_per_bohr=0.2754 orbital_gap_ev=7.5 total_charge=0
C -1.67315 -1.91290 1.31906 0.004
C -3.12514 -2.43969 1.46147 -0.345
C -3.80825 -1.98936 2.76568 -0.208
O -2.98260 -2.30225 3.90907 -0.275
C -3.69754 -2.45045 5.18311 -0.042
N -3.81037 -2.17095 0.21766 0.060
H -1.10198 -2.24152 0.45080 -0.107
H -1.10550 -2.21037 2.20075 0.113
H -1.69426 -0.82329 1.29859 0.063
H -3.13625 -3.52594 1.55118 0.095
H -4.83906 -2.31919 2.89509 0.131
H -3.82932 -0.90467 2.66024 0.045
H -2.98635 -2.44584 6.00912 0.101
H -4.28743 -3.36695 5.19561 0.096
H -4.35576 -1.58472 5.25631 0.077
H -4.75169 -2.53638 0.23949 0.087
H -3.93821 -1.23425 -0.13778 -0.007
C -1.44922 1.42848 0.82641 -0.057
C -0.01295 0.98030 0.49755 -0.339
C 0.51888 1.34041 -0.94272 -0.114
O 0.07708 0.36866 -1.89060 -0.191
C 0.99867 -0.12091 -2.83188 -0.140
N 0.79276 1.69129 1.46603 0.057
H -1.82969 0.91542 1.70964 0.089
H -2.06057 1.22301 -0.05230 0.000
H -1.44231 2.50387 1.00408 0.038
H 0.19973 -0.07889 0.64245 0.080
H 1.60488 1.26601 -0.88637 0.107
H 0.46978 2.40593 -1.16712 0.028
H 1.49090 -0.98903 -2.39350 -0.068
H 1.77148 0.62465 -3.01907 -0.043
H 0.60267 -0.58191 -3.73673 0.140
H 0.75436 1.17245 2.33172 0.014
H 1.70834 1.43723 1.12355 0.065
C -2.84786 4.22265 0.68995 -0.090
C -4.24992 4.39222 1.11125 -0.407
C -4.48582 3.73889 2.53998 -0.137
O -3.52608 4.22390 3.51619 -0.178
C -3.17961 3.26828 4.57788 -0.079
N -4.64146 5.78579 0.95099 0.044
H -2.11338 4.69462 1.34256 0.081
H -2.62654 4.67161 -0.27832 0.085
H -2.52752 3.18263 0.62813 0.034
H -4.85760 3.79964 0.42740 0.131
H -4.44639 2.66952 2.33264 0.067
H -5.51853 3.98409 2.78795 0.133
H -4.06274 2.99599 5.15584 0.087
H -2.37350 3.62058 5.22144 0.095
H -2.93862 2.35171 4.03945 0.047
H -4.33399 6.31139 1.75678 0.070
H -3.97606 6.17509 0.29847 0.054
C 4.74832 -0.42490 -2.24984 -0.036
C 4.37370 0.55420 -3.27154 -0.396
C 4.64340 0.19253 -4.71888 -0.173
O 6.00051 -0.01886 -5.14413 -0.149
C 6.49880 -1.37952 -5.08297 -0.085
N 3.00139 0.92729 -2.98378 0.060
H 4.63093 -1.45053 -2.59972 0.056
H 4.35256 -0.29470 -1.24260 0.054
H 5.81617 -0.30620 -2.06622 0.115
H 4.96181 1.46549 -3.16313 0.142
H 4.29347 1.01648 -5.34079 0.127
H 3.93870 -0.59465 -4.98694 0.117
H 5.85531 -2.18177 -4.72183 0.068
H 7.50148 -1.49110 -4.67033 0.081
H 6.81631 -1.65788 -6.08786 0.078
H 2.91878 1.88086 -3.30626 0.118
H 3.19402 1.02431 -1.99708 0.094
C 1.41554 -2.19254 -2.18713 -0.323
C 2.47315 -2.76838 -3.16644 -0.311
C 3.71772 -3.29491 -2.50248 -0.184
O 4.65188 -3.88367 -3.42924 -0.172
C 5.89183 -4.35871 -2.94197 -0.100
N 1.74319 -3.72865 -3.91923 0.081
H 1.76405 -1.37541 -1.55552 0.070
H 1.19450 -2.99366 -1.48183 0.051
H 0.50948 -1.82762 -2.67086 0.094
H 2.76839 -1.94289 -3.81414 0.131
H 3.49584 -4.05250 -1.75087 0.141
H 4.17371 -2.48960 -1.92659 0.073
H 5.78697 -4.97889 -2.05176 0.040
H 6.33993 -3.40220 -2.67292 0.107
H 6.29011 -5.13014 -3.60105 0.109
H 1.24490 -3.15546 -4.58501 0.084
H 2.35477 -4.19930 -4.57082 0.078
C -2.42004 -4.82839 0.04413 -0.044
C -0.93122 -4.96351 -0.30861 -0.403
C -0.22113 -3.86358 -0.97104 -0.084
O -0.28756 -2.62221 -0.20308 -0.135
C 0.15812 -1.52164 -0.90943 -0.200
N -0.31983 -5.11927 0.96654 0.060
H -3.03868 -4.60583 -0.82527 0.077
H -2.66739 -3.94645 0.63497 -0.008
H -2.84104 -5.73795 0.47257 0.091
H -0.61186 -5.78042 -0.95575 0.150
H -0.67189 -3.79299 -1.96096 0.166
H 0.85205 -4.05062 -1.00836 0.127
H -0.06380 -1.28075 -1.94905 0.115
H 1.24584 -1.59192 -0.90967 -0.011
H 0.05174 -0.63257 -0.28786 0.067
H -0.35751 -4.17351 1.31897 0.052
H 0.61484 -5.46703 0.80670 0.077
C 3.73474 6.79899 -3.29443 -0.043
C 3.06995 5.55547 -3.91246 -0.448
C 1.68553 5.06867 -3.39695 -0.170
O 1.69244 4.76641 -1.96571 -0.136
C 0.48130 4.12696 -1.73756 -0.142
N 2.95175 5.90294 -5.26011 0.001
H 4.14053 6.78110 -2.28294 0.073
H 3.03408 7.63275 -3.24952 0.080
H 4.55412 7.06947 -3.96044 0.077
H 3.62045 4.61817 -3.99319 0.128
H 1.57674 4.08407 -3.85174 0.108
H 0.85587 5.66062 -3.78342 0.124
H 0.34610 4.24569 -0.66252 0.110
H 0.59046 3.04900 -1.85659 0.026
H -0.45283 4.48010 -2.17437 0.110
H 2.67457 6.85443 -5.45489 0.078
H 2.21099 5.43700 -5.76438 0.076
C 2.64613 -0.80313 0.24330 -0.004
C 2.50166 -2.36849 0.37203 -0.326
C 3.72705 -3.13778 0.80530 -0.179
O 4.60803 -3.31822 -0.22505 -0.239
C 5.55687 -4.37110 -0.10547 -0.097
N 1.31726 -2.66270 1.16671 0.106
H 3.52595 -0.55403 -0.34997 0.044
H 2.80367 -0.37892 1.23494 0.106
H 1.74953 -0.36964 -0.19975 0.052
H 2.14354 -2.65001 -0.61822 0.080
H 3.45379 -4.14663 1.11455 0.128
H 4.12810 -2.63451 1.68508 0.134
H 5.16246 -5.38061 0.01047 0.104
H 6.13551 -4.30255 0.81571 0.098
H 6.20543 -4.43206 -0.97941 0.038
H 0.43960 -2.55239 0.67923 -0.143
H 1.25195 -1.97928 1.90749 0.083
C -5.41250 0.18682 3.47691 -0.066
C -5.82859 0.87040 2.14141 -0.383
C -5.31762 0.21038 0.84152 -0.145
O -3.91258 0.14900 0.68811 -0.226
C -3.28214 0.30998 -0.61358 -0.083
N -7.26587 0.99459 2.11120 0.050
H -5.74381 -0.83293 3.67296 0.081
H -5.50621 0.83425 4.34877 0.096
H -4.32268 0.20608 3.47273 0.012
H -5.34548 1.84632 2.18921 0.060
H -5.81255 0.74055 0.02784 0.135
H -5.65222 -0.82473 0.77292 0.114
H -3.66432 -0.37360 -1.37169 0.122
H -2.21314 0.19275 -0.43579 0.063
H -3.32660 1.36239 -0.89393 0.119
H -7.70065 0.29479 1.52697 0.067
H -7.57313 0.66609 3.01551 0.063
C -2.41525 -0.30125 3.87997 -0.135
C -1.19704 0.14609 4.70640 -0.318
C -0.25114 1.09129 3.97850 -0.190
O -0.99315 2.16152 3.50535 -0.220
C -0.43643 3.41553 3.10874 -0.098
N -1.57269 0.64651 6.07364 0.081
H -2.93636 0.63901 3.69988 0.058
H -3.14055 -0.77635 4.54052 0.045
H -2.30177 -0.89026 2.96987 0.053
H -0.69549 -0.81954 4.77043 0.140
H 0.10675 0.60443 3.07133 0.082
H 0.60351 1.30543 4.62024 0.145
H -0.64767 3.67329 2.07094 0.047
H 0.59066 3.68003 3.36019 0.098
H -0.93647 4.23476 3.62538 0.075
H -1.99498 1.54429 5.88451 0.037
H -2.24379 -0.00240 6.45918 0.058